The following is a DFT calculation (ωB97M-V/def2-TZVPD) of 7 unconnected molecules or ions with the total composition H14O7.

Values from the calculation:
LUMO energy (hartree): -0.0081
SMILES: O.O.O.O.O.O.O
Strongest force on any atom (hartree/bohr): 0.00720
Multiplicity: 1
Net charge: 0

Positions of all 21 atoms, in Å:
O 0.5835 -2.6210 0.0463
H 0.5129 -3.1845 -0.7341
H 0.5456 -3.2199 0.7979
O -0.7298 -0.0709 -0.3861
H -0.2067 -0.8827 -0.4513
H -0.2509 0.4488 0.2721
O 2.9003 -0.9751 -0.5563
H 2.0778 -1.4722 -0.4475
H 2.6576 -0.1750 -1.0318
O -2.5422 -2.1210 -1.3887
H -2.7389 -2.7458 -0.6857
H -1.9968 -1.4408 -0.9705
O 0.7228 3.8796 1.2514
H 1.0448 4.3289 2.0368
H 0.5288 2.9748 1.5389
O -2.0119 1.5144 -2.4209
H -1.3910 1.0184 -1.8680
H -2.6115 1.9308 -1.7970
O 0.7866 1.1532 1.9965
H 0.4590 0.9096 2.8683
H 1.6602 0.7504 1.9298

Forces on atoms 1 to 3 (eV/Å):
O 0.0175 -0.1292 -0.2621
H -0.0821 -0.0302 0.0098
H 0.0210 0.0532 0.0637

The following is a DFT calculation (ωB97M-V/def2-TZVPD) of C3H4N2O2 in the gas phase at a distorted geometry.

Values from the calculation:
LUMO energy (hartree): 0.0155
SMILES: Nc1cc(=O)o[nH]1
Strongest force on any atom (hartree/bohr): 0.09170
Multiplicity: 1
Net charge: 0

Positions of all 11 atoms, in Å:
N 0.8146 -0.5044 2.2485
C 0.4635 -0.1282 0.9890
C -0.3087 0.8534 0.3826
C -0.6678 0.6290 -0.9659
O -1.3982 0.9968 -1.8132
O 0.0700 -0.6677 -1.1489
N 0.8512 -0.9766 -0.0977
H 1.9035 -0.3712 2.3092
H 0.4333 0.1608 2.9585
H -0.7622 1.7763 0.7646
H 0.4688 -1.9565 0.1743

Forces on atoms 1 to 3 (eV/Å):
N 2.9197 1.7460 1.6910
C -1.6430 1.1237 -4.2748
C -0.4175 1.9673 2.5066

The following is a DFT calculation (ωB97M-V/def2-TZVPD) of a molecular structure, C29H47CsFNO10PSb at a distorted geometry.

Values from the calculation:
LUMO energy (hartree): 0.1398
Strongest force on any atom (hartree/bohr): 0.08715
Multiplicity: 1
Net charge: -2

Positions of all 91 atoms, in Å:
Cs 0.2370 0.3144 1.2746
O -1.4192 2.1004 3.6935
C -0.2087 2.0912 3.4532
O 0.5672 1.0989 3.5071
C 0.4247 3.4477 3.0394
C 1.9294 3.3709 2.7724
C 2.5580 4.7686 2.8650
C 2.0653 5.4047 1.5542
C 1.2438 4.2517 0.9634
O 1.9881 3.1105 1.3669
C -0.0861 4.1089 1.7217
C -1.1015 3.3861 0.7988
O -2.0687 4.0433 0.4071
O -0.7924 2.2274 0.4199
H 0.2153 4.1216 3.8800
H 2.4307 2.5765 3.3210
H 3.6479 4.6992 2.8837
H 2.2314 5.3082 3.7540
H 2.9014 5.6600 0.8990
H 1.4608 6.2984 1.7071
H 1.1490 4.2530 -0.1225
H -0.5242 5.0944 1.9078
O -2.1644 0.4716 -4.2655
C -1.0545 0.9848 -3.7180
O 0.0420 0.8144 -4.1818
C -1.3616 1.8581 -2.5173
N -2.8194 1.9021 -2.3063
C -3.2777 3.2837 -2.5265
C -2.1792 3.9265 -3.3652
C -0.9297 3.3109 -2.7514
H -0.8941 1.4843 -1.6066
H -3.0070 1.6218 -1.3507
H -2.8906 0.8268 -3.6620
H -3.3646 3.8072 -1.5699
H -4.2485 3.2837 -3.0331
H -2.1960 5.0144 -3.3036
H -2.2818 3.6389 -4.4155
H -0.7539 3.7662 -1.7786
H -0.0337 3.3812 -3.3640
C -5.8243 -0.8585 0.3510
C -4.8121 -1.2177 1.4234
O -3.8426 -2.1309 0.9313
P -2.4589 -1.4414 0.3158
O -1.5721 -2.7837 0.2487
C -1.0040 -3.3725 1.4311
C -1.3322 -4.8471 1.4306
O -2.7999 -1.3444 -1.2729
C -3.1158 -2.5289 -2.0081
C -4.0265 -2.1636 -3.1611
H -6.5487 -0.1456 0.7410
H -6.3553 -1.7464 0.0100
H -5.3264 -0.4098 -0.5041
H -5.3009 -1.7110 2.2721
H -4.3172 -0.3152 1.8014
H -1.4048 -2.8767 2.3211
H 0.0866 -3.2153 1.3703
H -2.4070 -5.0156 1.4948
H -0.8386 -5.3297 2.2726
H -0.9494 -5.3057 0.5215
H -3.6022 -3.2473 -1.3391
H -2.1819 -2.9749 -2.3597
H -4.9726 -1.7673 -2.7964
H -4.2315 -3.0501 -3.7614
H -3.5555 -1.4201 -3.8058
C 5.0560 2.1979 0.7543
Sb 3.6318 0.5924 0.4651
C 5.1711 -0.8891 0.7801
C 3.8359 0.6208 -1.6880
H 5.8989 2.0721 0.0779
H 5.4178 2.1784 1.7789
H 4.5722 3.1513 0.5751
H 6.0128 -0.7095 0.1154
H 4.7454 -1.8706 0.5996
H 5.5132 -0.8346 1.8092
H 4.6795 -0.0005 -1.9756
H 4.0113 1.6424 -2.0158
H 2.9395 0.2562 -2.1742
F 3.0072 -8.3933 0.3873
C 2.8164 -7.0126 0.4238
C 2.9616 -6.3267 1.6188
C 2.7768 -4.9664 1.6554
C 2.4305 -4.2000 0.4952
C 2.1953 -2.8469 0.5409
C 2.3014 -4.9734 -0.7071
C 2.4877 -6.3315 -0.7397
H 3.2221 -6.8711 2.5215
H 2.8961 -4.4473 2.5996
H 2.3177 -2.2994 1.4670
H 1.9417 -2.2930 -0.3498
H 2.0410 -4.4584 -1.6241
H 2.3787 -6.8801 -1.6702

Forces on atoms 1 to 3 (eV/Å):
Cs 0.9698 -4.1397 -1.4163
O -0.3665 0.0384 -0.0616
C 0.1053 0.5671 0.5229

The following is a DFT calculation (ωB97M-V/def2-TZVPD) of C2H7N3 in the gas phase at a distorted geometry.

Values from the calculation:
LUMO energy (hartree): 0.0369
SMILES: [H]/N=C(/C)NN
Strongest force on any atom (hartree/bohr): 0.05070
Multiplicity: 1
Net charge: 0

Positions of all 12 atoms, in Å:
H 0.6574 1.8531 0.0411
N -0.3213 1.5811 0.0023
C -0.3745 0.3205 -0.0255
C -1.6688 -0.4228 0.0132
N 0.7035 -0.5659 0.0243
N 2.0203 -0.1174 -0.0214
H -1.5977 -1.5195 -0.4251
H -2.1197 -0.4646 1.0880
H -2.4020 0.1469 -0.6596
H 0.5966 -1.5537 -0.1382
H 2.1749 0.5152 -0.7841
H 2.3313 0.2273 0.8850

Forces on atoms 1 to 3 (eV/Å):
H 0.0889 0.3402 0.0029
N 0.2065 0.3067 -0.1204
C 0.2419 -1.8172 0.5702

The following is a DFT calculation (ωB97M-V/def2-TZVPD) of C8H15N3O in the gas phase at a distorted geometry.

Values from the calculation:
LUMO energy (spin up / spin down) (hartree): 0.0148 / -0.1309
Strongest force on any atom (hartree/bohr): 0.12582
Multiplicity: 3
Net charge: 0

Positions of all 27 atoms, in Å:
C -2.3413 0.4083 -1.0220
C 1.0101 -1.2123 -1.4498
C 1.3612 -2.6258 -1.3715
C 1.1136 0.5264 2.8014
C -0.1375 0.1824 2.1560
C -0.9495 1.2325 1.3696
C -0.3071 1.4872 -0.0406
C -0.8776 0.7622 -1.1490
N -3.4599 0.2661 -0.9699
N -0.7582 1.1544 -2.5402
N -0.2221 -0.8836 -1.0340
O 1.6564 -0.3679 -2.0486
H 0.6334 -3.1041 -0.6249
H 2.3922 -2.8686 -1.0336
H 1.3605 -2.9437 -2.3647
H 1.9163 0.8245 2.0416
H 1.3998 -0.3167 3.3288
H 1.1097 1.4398 3.3024
H 0.1102 -0.6161 1.3926
H -0.8857 -0.2835 2.8558
H -2.0402 0.9853 1.2815
H -0.7789 2.1603 2.0102
H -0.3393 2.5839 -0.3735
H 0.7731 1.3246 0.1117
H 0.2008 1.2135 -2.8451
H -1.1939 0.3985 -3.0982
H -0.7461 -1.7277 -0.6864

Forces on atoms 1 to 3 (eV/Å):
C 5.7562 1.8450 0.2040
C 0.8312 -0.0568 -0.4193
C 0.7959 -1.2294 3.5158

The following is a DFT calculation (ωB97M-V/def2-TZVPD) of 2 unconnected molecules or ions with the total composition C3H9N at a distorted geometry.

Values from the calculation:
LUMO energy (hartree): 0.0322
SMILES: C=CN.C
Strongest force on any atom (hartree/bohr): 0.04499
Multiplicity: 1
Net charge: 0

Positions of all 13 atoms, in Å:
C 2.3748 -0.2854 -1.7251
C 1.4763 -0.6214 -0.7935
N 1.3750 -0.1289 0.5265
H 3.1173 0.4995 -1.6873
H 2.2279 -0.8229 -2.6530
H 0.7325 -1.3794 -1.0304
H 0.5561 -0.5340 0.9222
H 1.4847 0.8667 0.5329
C -2.7384 0.5236 1.1917
H -1.6981 0.6989 1.5161
H -2.5840 0.9689 0.2107
H -2.8378 -0.5555 1.0598
H -3.4864 0.7698 1.9293

Forces on atoms 1 to 3 (eV/Å):
C -0.9980 -0.4249 -0.1921
C 0.6384 0.2404 0.2130
N 0.5109 -0.7300 -1.5220

The following is a DFT calculation (ωB97M-V/def2-TZVPD) of a molecular structure, C13H12NO6SZn at a distorted geometry.

Values from the calculation:
LUMO energy (spin up / spin down) (hartree): 0.1806 / 0.1805
Strongest force on any atom (hartree/bohr): 0.08086
Multiplicity: 2
Net charge: -2

Positions of all 34 atoms, in Å:
Zn -0.1350 -0.1744 -0.6591
O -3.5459 1.5087 0.1836
C -2.4209 1.2010 0.4561
O -1.3828 1.3182 -0.3300
C -2.1245 0.5887 1.8851
C -0.6975 0.8915 2.4398
C -0.6409 0.5523 3.9574
C -0.5921 -1.0148 3.8647
C -0.6776 -1.2169 2.3572
O 0.0640 -0.1192 1.8343
C -2.0768 -0.9496 1.8757
C -2.3516 -1.5153 0.4541
O -3.4711 -1.5716 -0.0229
O -1.1937 -1.8346 -0.1732
H -2.9397 0.9981 2.5517
H -0.2434 1.8587 2.1463
H 0.2334 0.9960 4.3422
H -1.4933 0.8577 4.5273
H 0.3155 -1.4976 4.2570
H -1.4899 -1.5064 4.2981
H -0.2368 -2.1316 1.9251
H -2.8896 -1.3556 2.5646
O 0.2220 -0.1933 -2.7276
N 1.3538 0.1452 -3.2265
C 1.3537 0.3992 -4.5394
C 2.5309 0.6704 -5.1382
C 3.7777 0.5794 -4.4494
C 3.7049 0.3786 -3.0183
C 2.4888 0.1008 -2.3665
S 2.2703 -0.3217 -0.6864
H 0.4520 0.4745 -5.0647
H 2.4402 0.7839 -6.2060
H 4.7840 0.7812 -4.8437
H 4.6119 0.3186 -2.4683

Forces on atoms 1 to 3 (eV/Å):
Zn 0.8491 -0.3091 -1.0948
O -1.6070 0.7798 -0.0808
C 2.4776 -0.5495 0.2669

The following is a DFT calculation (ωB97M-V/def2-TZVPD) of a gas-phase ion, C2H5N2 (charge +1) at a distorted geometry.

Values from the calculation:
LUMO energy (hartree): -0.1656
SMILES: [NH2+]=C1CN1
Strongest force on any atom (hartree/bohr): 0.21203
Multiplicity: 1
Net charge: +1

Positions of all 9 atoms, in Å:
N 1.5046 -0.3089 -0.0443
C 0.3097 -0.0968 -0.0495
C -1.0653 0.7217 -0.1202
N -1.0161 -0.7958 -0.0896
H 2.1458 0.4340 -0.2290
H 1.9087 -1.2812 -0.0484
H -1.2899 1.2865 0.8588
H -1.4021 1.2650 -1.0867
H -1.0955 -1.2245 0.8088

Forces on atoms 1 to 3 (eV/Å):
N 4.2712 -2.4816 -0.1851
C -10.7854 0.9234 -1.3043
C 2.0750 0.1199 0.8983